1.
96
Properties=species:S:1:pos:R:3 method="wB97M-V/def2-TZVPD" spin_multiplicity=1 gap_ha="0.1581 / 0.1597" homo_energy_ha="-0.0442 / -0.0457" total_charge=-2
Rb -0.859 -0.035 1.896
C -1.522 -1.155 -4.382
C -0.828 -0.264 -3.572
C -1.380 0.201 -2.390
C -2.661 -0.195 -1.986
C -3.353 -1.092 -2.813
C -2.789 -1.570 -3.988
N -3.180 0.214 -0.755
C -3.999 1.256 -0.711
C -4.417 1.965 -1.879
C -5.325 2.993 -1.825
C -5.871 3.414 -0.598
C -5.465 2.789 0.557
C -4.535 1.731 0.551
N -4.081 1.137 1.690
N -4.665 1.551 2.771
C -4.122 1.103 3.942
C -4.865 1.365 5.127
C -4.359 1.014 6.347
C -3.112 0.378 6.417
C -2.462 0.148 5.222
N -2.919 0.495 4.020
H -1.081 -1.520 -5.301
H 0.157 0.079 -3.865
H -0.822 0.877 -1.755
H -4.348 -1.404 -2.512
H -3.346 -2.265 -4.606
H -3.999 1.661 -2.829
H -5.621 3.489 -2.743
H -6.586 4.226 -0.566
H -5.841 3.100 1.522
H -5.825 1.853 5.023
H -4.916 1.226 7.253
H -2.671 0.082 7.358
H -1.501 -0.359 5.224
C -4.557 -4.803 2.560
O -3.554 -4.036 3.207
C -2.719 -3.242 2.476
O -1.750 -2.770 3.008
N -3.060 -3.106 1.160
N -2.258 -2.282 0.366
H -4.928 -5.500 3.308
H -4.151 -5.361 1.715
H -5.390 -4.179 2.224
H -4.034 -3.182 0.911
H -2.705 -1.373 0.183
H -2.075 -2.728 -0.523
Cl 5.664 0.856 1.166
C 4.489 1.553 1.877
C 3.518 2.413 2.417
C 2.632 2.063 3.365
C 2.410 0.722 3.883
C 1.420 0.558 4.797
C 3.096 -0.533 3.510
C 4.241 -0.962 2.949
H 3.498 3.414 1.986
H 1.965 2.833 3.737
H 0.872 1.407 5.191
H 1.195 -0.418 5.208
H 2.495 -1.372 3.856
H 4.348 -2.050 2.974
F 4.881 2.871 -2.159
C 5.036 1.910 -1.187
C 4.752 0.528 -1.353
C 5.164 -0.077 -0.176
F 5.120 -1.421 -0.060
C 5.427 -0.398 2.318
F 6.514 -1.103 2.817
C 7.153 1.029 1.559
F 8.446 1.411 1.515
C 5.608 2.178 0.015
F 6.143 3.366 0.308
Ge 2.869 0.016 -1.790
S 1.625 0.107 -0.088
C 2.657 -1.748 -2.742
C 2.252 -1.932 -4.055
F 2.071 -0.897 -4.896
C 1.982 -3.176 -4.603
F 1.581 -3.291 -5.882
C 2.123 -4.307 -3.828
F 1.877 -5.521 -4.344
C 2.509 -4.174 -2.509
F 2.642 -5.270 -1.747
C 2.742 -2.912 -1.987
F 3.036 -2.868 -0.690
C 2.589 1.419 -3.208
C 3.440 1.434 -4.301
F 4.334 0.448 -4.470
C 3.425 2.424 -5.261
F 4.248 2.384 -6.322
C 2.540 3.477 -5.123
F 2.502 4.448 -6.050
C 1.703 3.528 -4.028
F 0.858 4.563 -3.890
C 1.744 2.509 -3.086
F 0.914 2.636 -2.047

=====

2.
9
Properties=species:S:1:pos:R:3 method="wB97M-V/def2-TZVPD" spin_multiplicity=1 gap_ha="0.2875 / 0.2876" homo_energy_ha="-0.3203 / -0.3203"
C -1.889 -0.743 0.454
C 1.639 1.519 -0.423
N -1.995 -1.815 -0.102
O -1.586 0.152 1.135
S 1.318 -0.051 -0.690
S 1.921 -1.059 0.824
H 1.903 1.803 0.613
H 1.293 2.259 -1.048
H -2.603 -2.065 -0.763

=====

Calculated values (kcal per mole) of ΔE to the lowest compared entry with this formula, charge and spin for the records, taken in order: 539.03, 38.72.